No. 1
This record from the Open Molecules 2025 dataset describes C31H47BrIrO2P2 as an isolated structure. The level of theory is wB97M-V/def2-TZVPD.

Multiplicity: 6
Relative energy (zero: lowest compared OMol25 entry of this formula, charge and spin) in eV: 0.000
Orbital gap (alpha / beta) in eV: 4.63 / 4.17
LUMO energy (alpha / beta) in Ha: -0.2535 / -0.3227
Net charge: +2

Geometry (Å):
Ir 0.942 2.071 -1.611
C 1.183 1.199 0.377
C 2.348 2.013 0.088
C 0.479 3.423 0.181
C 0.011 2.064 0.359
C 1.907 3.389 0.035
C 1.179 -0.249 0.713
H 2.190 -0.658 0.698
H 0.580 -0.832 0.008
H 0.750 -0.416 1.715
C -1.396 1.570 0.513
H -1.646 0.846 -0.295
H -2.082 2.419 0.447
H -1.532 1.049 1.480
C -0.393 4.647 0.180
H -0.551 5.002 1.206
H -1.384 4.463 -0.249
H 0.070 5.478 -0.357
C 2.800 4.577 -0.168
H 2.430 5.438 0.404
H 2.845 4.878 -1.227
H 3.825 4.344 0.150
C 3.746 1.552 -0.182
H 4.385 1.733 0.688
H 4.191 2.091 -1.029
H 3.753 0.481 -0.408
C -1.771 -2.673 1.372
C -0.577 -3.283 1.301
C -0.093 -4.313 0.316
C 0.345 -3.633 -0.997
C -0.740 -2.649 -1.346
C -2.011 -2.886 -1.723
C -2.952 -3.583 -0.775
C -3.052 -2.905 0.610
H -0.868 -5.062 0.092
H 0.495 -4.375 -1.799
H 0.757 -4.843 0.758
H -3.750 -3.484 1.228
H -1.899 -1.901 2.139
H 0.177 -3.078 2.069
H -3.535 -1.927 0.484
H -3.945 -3.599 -1.254
H -2.418 -2.583 -2.697
H -2.662 -4.639 -0.646
H 1.302 -3.092 -0.861
H -0.550 -1.621 -0.912
P 0.487 -0.476 -2.831
P 0.789 3.272 -3.322
C 1.362 0.765 -3.849
C 0.447 1.844 -4.408
H 2.018 0.306 -4.596
H 2.040 1.200 -3.046
H 0.666 2.114 -5.440
H -0.619 1.656 -4.258
C -0.423 4.571 -3.246
H -0.649 4.791 -2.186
H -1.343 4.243 -3.747
H -0.004 5.467 -3.732
C 2.390 3.928 -3.830
H 2.254 4.962 -4.169
H 2.806 3.312 -4.639
H 3.069 3.908 -2.961
C -1.072 -0.716 -3.857
H -1.108 -1.749 -4.239
H -1.065 -0.024 -4.719
H -1.963 -0.531 -3.221
C 1.356 -2.027 -3.518
H 2.199 -2.333 -2.877
H 1.752 -1.812 -4.526
H 0.665 -2.884 -3.579
Br -0.283 0.586 6.908
C -1.050 -1.132 6.883
C -1.551 -1.708 8.060
C -2.055 -3.013 8.035
C -2.113 -3.709 6.824
C -1.625 -3.123 5.654
C -1.101 -1.822 5.664
C -0.503 -1.225 4.394
O -1.128 -0.292 3.826
O 0.559 -1.796 4.027
H -1.507 -1.141 8.983
H -2.424 -3.461 8.955
H -2.505 -4.725 6.797
H -1.650 -3.667 4.711

No. 2
This record from the Open Molecules 2025 dataset describes one molecule with the formula C7H3NO5. The level of theory is wB97M-V/def2-TZVPD.

Relative energy (zero: lowest compared OMol25 entry of this formula, charge and spin) in eV: 4.463
Orbital gap in eV: 8.81
LUMO energy in Ha: 0.0129

Geometry (Å):
C -0.078 -0.636 0.000
C 0.223 0.777 0.197
C -1.430 -0.687 -0.227
C -0.869 1.504 0.133
C 2.504 -0.115 -0.814
C 2.480 -0.686 1.163
C 1.347 -0.246 0.085
N -2.529 -1.505 -0.383
O 2.695 0.230 -1.933
O 2.646 -1.032 2.304
O -1.881 0.656 0.001
O 3.449 -0.573 0.175
O -1.053 2.823 0.053
H -2.555 -2.533 -0.589
H -3.285 -1.054 -0.860
H -1.664 3.078 0.695

| no. | energy (eV) |
| --- | --- |
| 1 | -128440.133 |
| 2 | -19029.744 |